(1)
DFT (ωB97M-V/def2-TZVPD) results for a cluster of 2 separate species, C3H3NO in total at a distorted geometry.

Highest occupied orbital energy = -9.0 eV
SMILES = C=C=O.C#N
Kohn-Sham gap = 0.3339 Eh
Spin multiplicity = 1
Charge = 0
E = -246.0022 hartree

Each line ends with the Mulliken charge.
Cartesian coordinates (Å):
O  -2.20  0.63  0.37  -0.35
N  2.21  0.39  0.20  -0.44
C  1.15  0.80  -0.03  0.15
C  -0.26  -0.81  -0.07  -0.89
C  -1.34  -0.05  -0.02  0.68
H  0.37  1.50  -0.30  0.24
H  0.19  -1.22  -0.96  0.34
H  -0.08  -1.31  0.87  0.28

---

(2)
DFT (ωB97M-V/def2-TZVPD) results for a structure of composition C13H7AlBrNO6S.

Highest occupied orbital energy (alpha / beta) = -8.7 / -8.2 eV
Kohn-Sham gap (alpha / beta) = 0.1888 / 0.2778 Eh
Spin multiplicity = 1
Charge = 0
E = -4220.4886 hartree

Each line ends with the Mulliken charge.
Cartesian coordinates (Å):
Br  -1.99  -1.31  -2.79  -0.03
S  0.01  0.91  -0.70  -0.28
Al  0.21  -1.43  0.00  0.42
O  1.89  -1.26  -0.29  -0.46
O  -1.55  -1.26  3.44  -0.63
O  0.04  -4.15  -1.23  -0.43
O  -0.08  -3.04  -0.57  0.29
O  -0.07  -1.26  1.75  -0.19
O  4.09  -1.04  -0.41  -0.62
N  -1.89  -1.28  -0.05  -0.10
C  2.80  0.94  -0.37  0.12
C  -2.74  -1.29  -1.06  0.09
C  2.98  -0.57  -0.36  0.75
C  1.56  1.62  -0.50  0.94
C  -4.59  -1.29  0.42  -0.31
C  3.93  3.08  -0.25  -0.44
C  -3.70  -1.29  1.49  -0.60
C  3.96  1.69  -0.26  -0.65
C  2.72  3.75  -0.37  -0.60
C  1.55  3.03  -0.51  -0.65
C  -1.26  -1.27  2.27  0.45
C  -4.11  -1.29  -0.88  -0.49
C  -2.35  -1.28  1.21  0.37
H  2.68  4.83  -0.36  0.38
H  -5.66  -1.29  0.60  0.42
H  -4.77  -1.29  -1.73  0.42
H  0.61  3.54  -0.63  0.44
H  -4.02  -1.30  2.52  0.51
H  4.85  3.63  -0.16  0.41
H  4.89  1.15  -0.19  0.48

---

(3)
DFT (ωB97M-V/def2-TZVPD) results for a structure of composition C47H32IN5O2PSc at a distorted geometry.

Highest occupied orbital energy = -7.7 eV
Kohn-Sham gap = 0.2599 Eh
Spin multiplicity = 1
Charge = 0
E = -3634.4859 hartree

Each line ends with the Mulliken charge.
Cartesian coordinates (Å):
I  -5.11  -5.76  -5.73  0.08
Sc  -0.76  -1.04  0.25  -0.99
P  0.65  1.50  -0.06  2.75
O  -2.15  -2.49  -0.21  -0.83
O  -0.81  -1.75  -1.78  -0.89
N  0.15  0.38  3.30  -0.26
N  -1.74  -0.70  2.33  0.26
N  0.99  -1.09  1.60  0.18
N  0.59  -3.45  0.11  -0.22
N  2.63  -2.28  0.32  -0.51
C  3.94  1.84  -3.30  -0.72
C  2.46  -0.27  3.20  0.36
C  1.46  2.57  1.21  0.24
C  -3.64  -4.01  -2.04  -0.43
C  -2.89  -3.94  -4.72  -0.63
C  -3.99  -4.69  -4.30  -0.08
C  1.82  2.59  -2.44  -0.97
C  -0.56  3.93  -0.75  -0.28
C  3.42  3.43  2.32  -0.70
C  -2.22  0.57  -0.49  1.58
C  2.85  2.69  -3.37  -0.68
C  -0.04  -4.46  -0.47  -0.51
C  -3.08  -0.86  2.38  -0.35
C  2.63  4.19  3.16  -0.72
C  0.67  3.32  2.09  -0.09
C  -4.37  -4.73  -2.97  -0.69
C  4.59  -1.11  2.43  -0.18
C  -0.73  2.58  -0.58  0.01
C  -4.53  0.91  -1.30  -1.36
C  3.04  0.35  4.29  0.01
C  -2.81  4.17  -1.50  -0.86
C  1.07  -0.32  2.72  -0.52
C  4.42  0.24  4.43  -0.74
C  -2.55  -3.25  -2.44  0.21
C  1.50  -4.54  -2.28  -0.49
C  3.22  -1.00  2.29  0.71
C  -1.61  4.74  -1.20  -1.08
C  3.99  0.86  -2.32  -0.83
C  5.18  -0.47  3.51  -0.73
C  1.25  4.13  3.05  -0.95
C  2.21  -3.55  -1.65  -0.45
C  0.36  -5.05  -1.65  -0.70
C  -3.50  0.12  -0.75  -0.36
C  -1.19  0.31  3.04  0.54
C  -3.37  1.14  3.64  -0.52
C  2.96  0.76  -1.39  -0.45
C  -1.99  1.96  -0.81  -1.42
C  -2.00  1.27  3.67  -0.53
C  -3.93  0.02  3.02  -0.81
C  2.26  -1.54  1.31  -0.84
C  -3.04  2.79  -1.31  1.59
C  -1.79  -2.46  -1.43  1.61
C  2.84  2.62  1.35  -0.62
C  1.77  -3.06  -0.42  0.78
C  1.88  1.65  -1.42  0.64
C  -4.30  2.22  -1.59  -0.97
C  -2.18  -3.22  -3.78  -0.29
H  -1.51  2.08  4.19  0.54
H  -3.92  -4.02  -0.99  0.47
H  3.00  -0.02  -0.64  0.39
H  2.79  3.44  -4.15  0.44
H  4.91  0.72  5.27  0.43
H  -5.23  -5.31  -2.66  0.41
H  2.43  0.90  5.00  0.56
H  4.50  3.46  2.42  0.45
H  5.17  -1.69  1.72  0.56
H  -0.20  -5.87  -2.08  0.45
H  0.62  4.72  3.70  0.44
H  -3.78  -0.90  -0.50  0.38
H  -2.61  -3.92  -5.76  0.41
H  3.09  4.84  3.91  0.39
H  -0.41  3.28  2.01  0.63
H  -4.01  1.87  4.11  0.44
H  -1.33  -2.61  -4.07  0.53
H  -4.99  -0.17  3.03  0.44
H  -5.50  0.47  -1.50  0.43
H  0.39  4.39  -0.51  0.70
H  4.75  1.94  -4.02  0.39
H  -5.08  2.85  -2.00  0.40
H  -3.63  4.78  -1.87  0.41
H  3.13  -3.16  -2.07  0.48
H  -1.46  5.81  -1.31  0.41
H  1.82  -4.95  -3.23  0.44
H  -3.46  -1.73  1.87  0.52
H  -0.94  -4.81  0.03  0.55
H  0.97  3.24  -2.53  0.44
H  4.82  0.17  -2.28  0.48
H  6.25  -0.53  3.65  0.43
H  3.48  2.04  0.70  0.28

---

(4)
DFT (ωB97M-V/def2-TZVPD) results for a structure of composition C16H17F3NO at a distorted geometry.

Highest occupied orbital energy = -13.1 eV
Kohn-Sham gap = 0.3073 Eh
Spin multiplicity = 1
Charge = +1
E = -1049.1621 hartree

Each line ends with the Mulliken charge.
Cartesian coordinates (Å):
F  3.12  -2.67  1.80  -0.29
F  -4.52  0.60  1.59  -0.30
F  -2.99  -3.86  1.76  -0.29
O  -0.66  2.78  -1.34  -0.55
N  0.58  0.76  0.19  -0.31
C  -1.76  -2.24  0.51  -0.73
C  -2.86  -2.57  1.30  0.24
C  0.81  -1.60  -0.82  0.11
C  -2.55  0.03  0.38  -0.88
C  1.65  -1.72  -1.96  -0.60
C  3.51  -2.42  -0.54  -0.55
C  2.62  -2.44  0.54  0.27
C  2.99  -2.10  -1.81  -0.46
C  -1.55  -0.92  0.07  0.84
C  -3.62  -0.36  1.20  0.35
C  1.27  -2.14  0.40  -0.58
C  -3.82  -1.64  1.69  -0.80
C  -0.04  3.28  -0.14  0.68
C  0.87  2.25  0.51  -0.81
C  0.71  4.52  -0.59  -1.55
C  -0.34  -0.59  -0.78  -0.07
H  1.26  -1.43  -2.95  0.44
H  3.65  -2.06  -2.69  0.39
H  4.56  -2.67  -0.39  0.47
H  1.49  0.35  -0.09  0.29
H  -0.54  -0.14  -1.76  0.58
H  -2.53  1.03  -0.03  0.55
H  -0.81  3.57  0.60  0.26
H  1.93  2.43  0.25  0.39
H  0.59  -2.25  1.24  0.60
H  1.35  4.27  -1.45  0.39
H  -1.08  -3.02  0.18  0.82
H  0.77  2.36  1.60  0.32
H  1.33  4.96  0.21  0.40
H  -1.15  1.96  -1.13  0.07
H  0.39  0.30  1.06  0.42
H  0.02  5.30  -0.93  0.37
H  -4.65  -1.90  2.34  0.52

---

(5)
DFT (ωB97M-V/def2-TZVPD) results for a structure of composition C6H14N2 at a distorted geometry.

Highest occupied orbital energy (alpha / beta) = -7.7 / -7.7 eV
Kohn-Sham gap (alpha / beta) = 0.2655 / 0.2654 Eh
Spin multiplicity = 1
Charge = 0
E = -346.3396 hartree

Each line ends with the Mulliken charge.
Cartesian coordinates (Å):
N  0.53  -0.21  2.22  -0.80
N  2.00  -1.12  -0.35  -0.61
C  -0.48  1.19  -1.88  -1.44
C  -1.68  -0.61  0.30  -1.10
C  -0.57  -0.94  1.98  -0.56
C  1.10  -0.64  -1.12  -0.04
C  0.96  1.46  0.18  -1.30
C  0.49  0.66  -0.87  0.76
H  0.08  1.65  -2.70  0.39
H  -1.49  -1.02  -0.69  0.30
H  -2.00  0.42  0.34  0.25
H  -1.43  -0.68  2.60  0.43
H  -1.11  0.41  -2.30  0.37
H  0.61  2.49  0.21  0.38
H  1.34  -0.70  1.82  0.41
H  -1.13  1.96  -1.45  0.38
H  2.02  1.37  0.39  0.39
H  -0.45  -2.01  1.80  0.33
H  -2.43  -1.25  0.75  0.43
H  0.70  -1.18  -1.98  0.41
H  2.27  -2.07  -0.62  0.23
H  0.65  0.81  1.37  0.40

---

(6)
DFT (ωB97M-V/def2-TZVPD) results for a cluster of 2 separate species, C5H10O2 in total.

Highest occupied orbital energy = -10.0 eV
SMILES = C1OC[C@H]2C[C@@H]12.O
Kohn-Sham gap = 0.4025 Eh
Spin multiplicity = 1
Charge = 0
E = -346.9477 hartree

Each line ends with the Mulliken charge.
Cartesian coordinates (Å):
O  -2.50  -2.02  -0.40  -0.68
O  0.52  1.43  -1.02  -0.40
C  1.13  1.63  0.24  -0.59
C  -0.61  -0.08  0.96  -0.90
C  0.58  0.04  -1.32  -0.39
C  0.44  -0.65  0.03  -0.18
C  0.81  0.39  1.05  -0.25
H  -0.22  -0.18  -2.03  0.27
H  1.41  0.14  1.92  0.40
H  -2.87  -1.18  -0.67  0.33
H  0.77  -1.68  0.13  0.49
H  -1.58  -1.80  -0.19  0.33
H  -0.99  -0.71  1.75  0.36
H  0.71  2.56  0.66  0.30
H  2.22  1.74  0.14  0.30
H  -1.34  0.61  0.54  0.33
H  1.54  -0.23  -1.77  0.29

---

Which value of E does entry 1 give? -246.0022 hartree

---

Which formula does entry 5 have? C6H14N2